Entry 1:
The following is a DFT calculation (ωB97M-V/def2-TZVPD) of 2 unconnected molecules or ions with the total composition C3H11NO.

- LUMO: 1.0058 eV
- Structure (SMILES): CCNC.O
- Calculated total energy: -250.8591 a.u.
- Gap between HOMO and LUMO: 0.382 hartree
- Charge: 0

Each atom is followed by the atoms it is bonded to, with distances in Å.
Element x y z (Å)
1 H -2.17 0.89 -0.44  C12 1.079
2 H 1.69 0.92 -0.61  C11 1.086
3 O 0.53 -1.88 2.21  H4 0.946, H9 0.970
4 H 0.40 -2.59 1.59  O3 0.946
5 H -1.30 2.48 -0.09  C12 1.091
6 H 0.89 -1.07 -2.30  C8 1.087
7 H 1.71 -1.31 -0.75  C8 1.095
8 C 0.81 -0.92 -1.23  H6 1.087, H7 1.095, H10 1.092, C11 1.545
9 H 0.16 -1.14 1.71  O3 0.970
10 H -0.10 -1.43 -0.91  C8 1.092
11 C 0.68 0.54 -0.74  H2 1.086, C8 1.545, N13 1.498, H15 1.088
12 C -1.45 1.42 0.16  H1 1.079, H5 1.091, N13 1.467, H16 1.112
13 N -0.28 0.57 0.40  C11 1.498, C12 1.467, H14 1.015
14 H 0.16 0.85 1.27  N13 1.015
15 H 0.26 1.28 -1.42  C11 1.088
16 H -2.01 1.40 1.12  C12 1.112

---

Entry 2:
The following is a DFT calculation (ωB97M-V/def2-TZVPD) of 2 unconnected molecules or ions with the total composition C3H11NO.

- LUMO: 0.8617 eV
- Structure (SMILES): NCO.CC
- Calculated total energy: -250.8125 a.u.
- Gap between HOMO and LUMO: 0.370 hartree
- Charge: 0

Each atom is followed by the atoms it is bonded to, with distances in Å.
Element x y z (Å)
1 C -3.05 0.55 0.02  H4 1.103, C5 1.588, H7 1.162, H11 1.084
2 H 1.43 -1.06 -1.67  N3 1.007
3 N 1.05 -1.04 -0.74  H2 1.007, C8 1.401, H15 0.946
4 H -3.84 1.13 0.52  C1 1.103
5 C -1.85 0.09 0.97  C1 1.588, H9 1.107, H12 1.146, H14 1.098
6 H 3.18 -0.35 0.16  O10 0.980
7 H -3.39 -0.50 -0.33  C1 1.162
8 C 1.30 0.16 -0.06  N3 1.401, O10 1.394, H13 1.031, H16 1.158
9 H -0.97 0.74 0.79  C5 1.107
10 O 2.67 0.39 -0.24  H6 0.980, C8 1.394
11 H -2.76 1.08 -0.88  C1 1.084
12 H -1.41 -0.96 0.87  C5 1.146
13 H 0.59 0.76 -0.50  C8 1.031
14 H -2.16 0.27 2.01  C5 1.098
15 H 1.30 -1.93 -0.53  N3 0.946
16 H 0.90 0.24 1.02  C8 1.158

---

Entry 3:
The following is a DFT calculation (ωB97M-V/def2-TZVPD) of 3 unconnected molecules or ions with the total composition C3H11NO2.

- LUMO: 0.5723 eV
- Structure (SMILES): C/C=C/N.O.O
- Calculated total energy: -326.0878 a.u.
- Gap between HOMO and LUMO: 0.318 hartree
- Charge: 0

Each atom is followed by the atoms it is bonded to, with distances in Å.
Element x y z (Å)
1 H 1.31 -1.85 0.19  O13 0.979
2 H -1.71 -0.05 -0.61  C17 1.103
3 H 1.71 -2.40 1.65  O13 1.004
4 H -0.82 -1.47 1.11  N15 1.035
5 O 2.15 -0.95 -1.65  H6 0.969, H7 0.995
6 H 2.67 -0.64 -2.40  O5 0.969
7 H 1.31 -0.43 -1.75  O5 0.995
8 C -0.79 1.63 0.30  H11 1.028, C12 1.533, C17 1.367
9 H -0.32 -0.26 1.98  N15 1.034
10 H -1.50 1.88 -1.71  C12 1.112
11 H -0.60 2.09 1.19  C8 1.028
12 C -1.01 2.51 -0.94  C8 1.533, H10 1.112, H14 1.100, H16 1.168
13 O 0.97 -2.31 0.98  H1 0.979, H3 1.004
14 H -1.70 3.32 -0.65  C12 1.100
15 N -1.14 -0.54 1.42  H4 1.035, H9 1.034, C17 1.456
16 H -0.01 3.05 -1.22  C12 1.168
17 C -1.08 0.29 0.23  H2 1.103, C8 1.367, N15 1.456

---

Entry 4:
The following is a DFT calculation (ωB97M-V/def2-TZVPD) of 2 unconnected molecules or ions with the total composition C3H11NO2.

- LUMO: 0.7247 eV
- Structure (SMILES): CNCCO.O
- Calculated total energy: -326.1008 a.u.
- Gap between HOMO and LUMO: 0.358 hartree
- Charge: 0

Each atom is followed by the atoms it is bonded to, with distances in Å.
Element x y z (Å)
1 H 1.06 0.74 -0.53  C7 1.104
2 H 1.86 -1.82 2.78  O17 0.963
3 C 0.00 -2.06 -0.18  H8 1.093, H13 1.092, N14 1.461, H15 1.103
4 O -0.75 2.66 -0.55  C5 1.433, H6 0.975
5 C -0.83 1.38 -1.19  O4 1.433, C7 1.509, H10 1.096, H12 1.090
6 H -1.02 2.54 0.38  O4 0.975
7 C 0.02 0.35 -0.49  H1 1.104, C5 1.509, N14 1.461, H16 1.096
8 H -0.67 -1.91 0.67  C3 1.093
9 H -0.97 -0.99 -1.59  N14 1.011
10 H -0.42 1.53 -2.20  C5 1.096
11 H 1.82 -0.31 2.52  O17 0.962
12 H -1.88 1.11 -1.30  C5 1.090
13 H -0.21 -3.01 -0.69  C3 1.092
14 N -0.06 -0.95 -1.14  C3 1.461, C7 1.461, H9 1.011
15 H 0.99 -2.04 0.31  C3 1.103
16 H -0.17 0.29 0.59  C7 1.096
17 O 1.32 -1.04 2.91  H2 0.963, H11 0.962

---

Entry 5:
The following is a DFT calculation (ωB97M-V/def2-TZVPD) of 3 unconnected molecules or ions with the total composition C3H11NO2.

- LUMO: 0.8389 eV
- Structure (SMILES): C=NCC.O.O
- Calculated total energy: -326.0887 a.u.
- Gap between HOMO and LUMO: 0.391 hartree
- Charge: 0

Each atom is followed by the atoms it is bonded to, with distances in Å.
Element x y z (Å)
1 O 0.63 -1.68 2.29  H2 0.982, H7 0.969
2 H 1.46 -1.17 2.27  O1 0.982
3 H 2.07 0.83 1.72  O4 0.984
4 O 1.18 1.13 2.02  H3 0.984, H8 0.960
5 N 0.67 0.74 -1.04  C12 1.262, C15 1.468
6 C -1.64 -0.31 -0.83  H11 1.100, H14 1.089, C15 1.517, H16 1.086
7 H 0.28 -1.56 3.19  O1 0.969
8 H 0.72 1.10 1.18  O4 0.960
9 H 0.91 2.09 -2.54  C12 1.085
10 H 0.04 -0.64 0.50  C15 1.095
11 H -2.02 -1.16 -0.24  C6 1.100
12 C 0.30 1.29 -2.11  N5 1.262, H9 1.085, H17 1.087
13 H 0.23 -1.28 -1.04  C15 1.103
14 H -2.10 0.57 -0.38  C6 1.089
15 C -0.15 -0.37 -0.54  N5 1.468, C6 1.517, H10 1.095, H13 1.103
16 H -1.96 -0.57 -1.84  C6 1.086
17 H -0.62 1.01 -2.61  C12 1.087

---

Entry 6:
The following is a DFT calculation (ωB97M-V/def2-TZVPD) of 3 unconnected molecules or ions with the total composition C3H11NO2.

- LUMO: 0.0814 eV
- Calculated total energy: -325.9427 a.u.
- Gap between HOMO and LUMO: 0.251 hartree
- Charge: 0

Each atom is followed by the atoms it is bonded to, with distances in Å.
Element x y z (Å)
1 H 1.62 0.68 1.10  C8 1.083
2 H 1.40 -1.36 0.19  O10 0.983
3 H -0.68 -2.17 1.60  O11 0.962
4 C -0.94 -0.27 0.99  O11 1.468, H12 1.095, N14 1.411, H16 1.099
5 H -0.53 0.62 -2.21  C6 1.091
6 C -0.86 -0.09 -1.44  H5 1.091, H7 1.097, H9 1.097, N14 1.443
7 H -0.37 -1.06 -1.65  C6 1.097
8 C 1.69 0.48 0.04  H1 1.083, O10 1.322, H15 1.079
9 H -1.94 -0.23 -1.54  C6 1.097
10 O 1.92 -0.75 -0.38  H2 0.983, C8 1.322
11 O -0.15 -1.49 1.18  H3 0.962, C4 1.468
12 H -0.80 0.38 1.87  C4 1.095
13 H 0.34 2.57 0.10  no bonds
14 N -0.48 0.42 -0.15  C4 1.411, C6 1.443, H17 1.163
15 H 2.07 1.26 -0.60  C8 1.079
16 H -2.00 -0.56 0.91  C4 1.099
17 H -0.30 1.56 -0.03  N14 1.163

---

Entry 7:
The following is a DFT calculation (ωB97M-V/def2-TZVPD) of 2 unconnected molecules or ions with the total composition C3H11NO2S.

- LUMO: 0.3995 eV
- Structure (SMILES): OCNCCS.O
- Calculated total energy: -724.2826 a.u.
- Gap between HOMO and LUMO: 0.329 hartree
- Charge: 0

Each atom is followed by the atoms it is bonded to, with distances in Å.
Element x y z (Å)
1 H -0.14 -3.14 3.59  O15 0.962
2 C 0.17 0.91 -1.42  H7 1.095, C8 1.534, H14 1.092, N16 1.429
3 H -0.90 -0.91 -1.78  C8 1.082
4 H -1.16 0.34 -3.05  C8 1.080
5 O -0.41 1.63 2.00  C6 1.420, H11 0.962
6 C 0.53 1.36 0.97  O5 1.420, H10 1.092, H13 1.094, N16 1.421
7 H -0.33 1.88 -1.58  C2 1.095
8 C -0.46 -0.12 -2.37  C2 1.534, H3 1.082, H4 1.080, S12 1.845
9 H -1.10 -1.93 3.70  O15 0.959
10 H 1.48 1.05 1.40  C6 1.092
11 H -0.32 1.00 2.73  O5 0.962
12 S 0.74 -0.92 -3.52  C8 1.845, H17 1.338
13 H 0.67 2.34 0.49  C6 1.094
14 H 1.20 1.09 -1.73  C2 1.092
15 O -0.90 -2.70 3.18  H1 0.962, H9 0.959
16 N 0.07 0.50 -0.06  C2 1.429, C6 1.421, H18 1.003
17 H 1.08 -1.95 -2.75  S12 1.338
18 H -0.22 -0.43 0.18  N16 1.003

---

Entry 8:
The following is a DFT calculation (ωB97M-V/def2-TZVPD) of 2 unconnected molecules or ions with the total composition C3H11NO2S.

- LUMO (alpha / beta): -3.0915 / -8.1178 eV
- 2S+1: 2
- Calculated total energy: -723.9810 a.u.
- Gap between HOMO and LUMO (alpha / beta): 0.376 / 0.188 hartree
- Charge: +1

Each atom is followed by the atoms it is bonded to, with distances in Å.
Element x y z (Å)
1 H 0.67 -2.08 -0.05  C4 1.108
2 S -1.76 2.45 -1.56  C13 1.807, H16 1.331
3 C 0.33 0.91 -0.48  H8 1.101, N9 1.421, H10 1.090, C13 1.544
4 C 1.44 -1.28 0.04  H1 1.108, N9 1.455, O12 1.375, H15 1.096
5 H -1.77 0.66 0.04  C13 1.097
6 H 1.06 0.30 1.34  N9 1.022
7 H -1.44 -1.55 1.05  O11 0.972
8 H 0.30 0.49 -1.50  C3 1.101
9 N 0.72 -0.08 0.45  C3 1.421, C4 1.455, H6 1.022
10 H 1.06 1.72 -0.46  C3 1.090
11 O -1.70 -2.29 0.48  H7 0.972, H17 0.965
12 O 2.35 -1.54 1.03  C4 1.375, H18 0.963
13 C -1.08 1.48 -0.20  S2 1.807, C3 1.544, H5 1.097, H14 1.094
14 H -1.12 2.12 0.69  C13 1.094
15 H 1.88 -1.08 -0.94  C4 1.096
16 H -1.52 3.63 -0.99  S2 1.331
17 H -2.65 -2.16 0.39  O11 0.965
18 H 3.23 -1.71 0.67  O12 0.963

---

Entry 9:
The following is a DFT calculation (ωB97M-V/def2-TZVPD) of 2 unconnected molecules or ions with the total composition C3H11NO2S2.

- LUMO: 0.4250 eV
- Structure (SMILES): N[C@@H](CO)CSS.O
- Calculated total energy: -1122.4555 a.u.
- Gap between HOMO and LUMO: 0.327 hartree
- Charge: 0

Each atom is followed by the atoms it is bonded to, with distances in Å.
Element x y z (Å)
1 O -2.85 0.56 0.03  C15 1.406, H17 1.055
2 H 0.62 -0.68 2.04  C10 1.182
3 O 1.36 0.57 -2.20  H8 0.954, H19 0.990
4 S 2.83 -1.96 0.34  S11 2.145, H13 1.322
5 H -1.47 -1.50 -0.09  N7 1.028
6 H 0.65 1.13 1.99  C10 1.198
7 N -0.58 -1.06 -0.37  H5 1.028, C16 1.438, H18 1.008
8 H 2.24 0.90 -2.08  O3 0.954
9 H -1.72 1.81 1.23  C15 1.106
10 C 0.77 0.19 1.25  H2 1.182, H6 1.198, S11 1.786, C16 1.554
11 S 2.47 0.12 0.70  S4 2.145, C10 1.786
12 H -2.02 0.10 1.65  C15 1.117
13 H 1.78 -2.28 -0.40  S4 1.322
14 H 0.01 1.08 -0.62  C16 1.191
15 C -1.72 0.78 0.82  O1 1.406, H9 1.106, H12 1.117, C16 1.613
16 C -0.34 0.25 0.17  N7 1.438, C10 1.554, H14 1.191, C15 1.613
17 H -3.01 1.26 -0.75  O1 1.055
18 H -0.60 -0.92 -1.37  N7 1.008
19 H 1.58 -0.38 -2.35  O3 0.990

---

Entry 10:
The following is a DFT calculation (ωB97M-V/def2-TZVPD) of 3 unconnected molecules or ions with the total composition C3H11NO3.

- LUMO: 0.6443 eV
- Structure (SMILES): CNCC=O.O.O
- Calculated total energy: -401.3257 a.u.
- Gap between HOMO and LUMO: 0.361 hartree
- Charge: 0

Each atom is followed by the atoms it is bonded to, with distances in Å.
Element x y z (Å)
1 O 3.05 -1.89 1.27  C15 1.206
2 O -4.91 3.80 0.95  H5 0.959, H12 0.955
3 H 1.58 -0.49 2.74  C6 1.103
4 H 1.37 -2.68 0.73  C15 1.121
5 H -5.07 4.42 0.23  O2 0.959
6 C 1.04 -0.65 1.79  H3 1.103, N13 1.447, C15 1.516, H16 1.109
7 H -0.46 -1.80 -0.18  C8 1.071
8 C -1.01 -1.25 0.56  H7 1.071, H9 1.102, N13 1.499, H14 1.076
9 H -1.20 -0.26 0.12  C8 1.102
10 O 3.74 0.61 -5.77  H17 0.964, H18 0.965
11 H -0.85 -0.43 2.49  N13 1.007
12 H -5.34 2.97 0.75  O2 0.955
13 N -0.34 -1.06 1.89  C6 1.447, C8 1.499, H11 1.007
14 H -1.92 -1.79 0.76  C8 1.076
15 C 1.86 -1.76 1.15  O1 1.206, H4 1.121, C6 1.516
16 H 1.14 0.27 1.17  C6 1.109
17 H 3.59 0.39 -4.84  O10 0.964
18 H 3.72 1.58 -5.78  O10 0.965

---

Entry 11:
The following is a DFT calculation (ωB97M-V/def2-TZVPD) of 3 unconnected molecules or ions with the total composition C3H11NO3.

- LUMO: 0.7495 eV
- Structure (SMILES): NCCC=O.O.O
- Calculated total energy: -401.3200 a.u.
- Gap between HOMO and LUMO: 0.379 hartree
- Charge: 0

Each atom is followed by the atoms it is bonded to, with distances in Å.
Element x y z (Å)
1 H 0.67 0.33 -2.95  O4 0.939
2 C -0.17 -0.53 0.67  C6 1.492, H8 1.037, H14 1.230, C16 1.445
3 H -0.84 -2.22 1.46  C16 1.129
4 O 0.61 1.27 -2.99  H1 0.939, H13 0.971
5 O -0.58 1.47 1.77  C6 1.173
6 C -0.95 0.38 1.57  C2 1.492, O5 1.173, H7 1.080
7 H -1.81 -0.09 2.02  C6 1.080
8 H -0.14 -0.01 -0.22  C2 1.037
9 H 0.82 -3.08 0.11  N15 1.009
10 H -0.48 -3.46 -0.99  N15 1.072
11 H 1.92 2.43 -0.16  O17 0.999
12 H -1.81 -1.74 0.11  C16 1.148
13 H 0.91 1.38 -2.08  O4 0.971
14 H 1.03 -0.62 0.92  C2 1.230
15 N 0.07 -2.71 -0.45  H9 1.009, H10 1.072, C16 1.442
16 C -0.71 -1.84 0.40  C2 1.445, H3 1.129, H12 1.148, N15 1.442
17 O 1.18 1.76 -0.21  H11 0.999, H18 0.995
18 H 0.56 2.03 0.52  O17 0.995

---

Entry 12:
The following is a DFT calculation (ωB97M-V/def2-TZVPD) of 3 unconnected molecules or ions with the total composition C3H11NO3S.

- LUMO: 5.8871 eV
- Calculated total energy: -799.5389 a.u.
- Gap between HOMO and LUMO: 0.220 hartree
- Charge: -2

Each atom is followed by the atoms it is bonded to, with distances in Å.
Element x y z (Å)
1 H -5.54 0.24 1.45  O6 0.958
2 O -2.96 0.30 0.11  H8 0.958
3 C 2.14 -0.54 0.49  N10 1.514, H13 1.095, C15 1.509, H17 1.095
4 H 3.67 -1.08 -0.82  C15 1.098
5 H 0.45 -1.51 0.03  N10 1.018
6 O -5.38 0.38 0.52  H1 0.958, H7 1.071
7 H -4.32 0.20 0.43  O6 1.071
8 H -3.04 0.55 -0.82  O2 0.958
9 H 0.68 1.05 -1.37  C12 1.098
10 N 1.01 -0.83 -0.48  C3 1.514, H5 1.018, C12 1.436
11 O -0.39 1.03 0.32  C12 1.436, H14 0.986
12 C 0.16 0.28 -0.78  H9 1.098, N10 1.436, O11 1.436, H19 1.094
13 H 1.85 0.17 1.27  C3 1.095
14 H -1.34 0.76 0.37  O11 0.986
15 C 3.40 -0.17 -0.26  C3 1.509, H4 1.098, S16 1.813, H18 1.094
16 S 4.82 0.17 0.82  C15 1.813
17 H 2.29 -1.47 1.06  C3 1.095
18 H 3.16 0.59 -1.00  C15 1.094
19 H -0.68 -0.13 -1.36  C12 1.094

---

> What is the formula in the second record?

C3H11NO